Entry 1:
An isolated molecule of C3H6FNS, computed with wB97M-V/def2-TZVPD.

The value obtained for the relative energy (zero: lowest compared OMol25 entry of this formula, charge and spin) is 55.3 kcal/mol. As for the total charge: 0. The total energy is -670.63604 Ha. The LUMO energy comes out at 0.8 eV. Its HOMO energy is -8.66 eV. As for the orbital gap: 9.4733 eV.

Geometry (Å):
H 1.612 -0.993 0.732
F -0.371 2.065 -0.586
H 0.969 -2.122 -0.319
C -0.003 -0.332 -0.150
H 1.221 1.160 0.377
H -0.477 1.199 1.238
N -1.215 -0.809 -0.337
H -2.234 1.024 0.361
C 0.060 1.103 0.273
C 1.224 -1.149 -0.270
H 1.872 -0.912 -1.152
S -2.659 -0.235 -0.165

Forces on the atoms, in the same order (eV/Å):
H 1.36 -0.06 -0.11
F -0.34 0.07 -0.62
H -0.93 -3.37 -0.33
C -5.09 0.28 -1.59
H -1.91 1.06 0.41
H 0.50 0.28 -0.29
N 4.81 -2.28 -0.55
H -1.41 -0.91 -0.57
C 3.70 -0.87 1.45
C 0.36 2.75 -0.09
H -0.28 0.22 1.13
S -0.78 2.83 1.14

---

Entry 2:
The ion C3H6N3 with charge +1, computed with wB97M-V/def2-TZVPD.

The value obtained for the relative energy (zero: lowest compared OMol25 entry of this formula, charge and spin) is 92.6 kcal/mol. As for the total charge: +1. The total energy is -281.61507 Ha. The LUMO energy (spin up / spin down) comes out at -3.5 / -8.0 eV. Its HOMO energy (spin up / spin down) is -10.09 / -16.60 eV. As for the orbital gap (spin up / spin down): 6.6108 / 8.6286 eV. As for the multiplicity: 3.

Geometry (Å):
C 0.756 -0.135 -0.335
C 0.827 0.972 0.548
H 0.326 -2.286 0.173
C -1.296 -0.977 0.054
N -0.240 0.927 -0.432
H -1.928 -1.721 0.242
H 0.702 0.903 1.668
N -1.657 0.184 -0.259
N 0.069 -1.281 0.221
H -0.208 1.737 -1.007
H 1.366 1.978 0.356
H 1.282 -0.299 -1.229

Forces on the atoms, in the same order (eV/Å):
C 0.37 -1.51 -0.84
C 2.48 4.50 3.43
H 0.50 1.16 0.01
C 4.23 -6.66 2.61
N -2.32 -1.53 2.42
H -2.72 -2.51 1.55
H -0.58 -0.41 -1.48
N -1.56 8.42 -3.91
N -1.17 0.72 -1.95
H -0.43 0.24 -1.20
H 0.02 -2.22 0.16
H 1.18 -0.20 -0.78

---

Entry 3:
An isolated molecule of C2H6I3NSi, computed with wB97M-V/def2-TZVPD.

The value obtained for the relative energy (zero: lowest compared OMol25 entry of this formula, charge and spin) is 0.0 kcal/mol. As for the total charge: 0. The total energy is -1317.24736 Ha. The LUMO energy comes out at -0.4 eV. Its HOMO energy is -9.21 eV. As for the orbital gap: 8.8105 eV.

Geometry (Å):
H 1.857 0.802 -0.691
I -2.462 2.055 0.592
H 0.677 -0.037 2.013
H 0.488 1.701 -0.847
N 0.163 -0.111 -0.011
H 0.783 -1.682 1.181
C 0.897 0.721 -0.991
H 2.005 -0.648 0.895
I -2.518 -1.911 1.326
Si -1.509 -0.134 -0.108
C 0.985 -0.601 1.097
H 0.789 0.346 -1.969
I -2.156 -0.501 -2.487

Forces on the atoms, in the same order (eV/Å):
H 3.25 -0.08 0.73
I 0.13 -0.42 -0.14
H 0.89 -0.71 -0.38
H -0.19 1.00 -0.78
N 1.24 -0.31 -0.58
H -0.35 0.31 0.68
C -3.33 0.05 1.18
H 1.79 0.92 -0.46
I 0.42 0.61 -0.49
Si -0.79 -0.27 -0.01
C -3.12 -0.95 0.88
H -0.03 -0.23 -1.26
I 0.07 0.10 0.64

---

Entry 4:
The ion C31H44BF3N3O9 with charge +1, computed with wB97M-V/def2-TZVPD.

As for the total charge: +1. The total energy is -2373.43817 Ha. The LUMO energy comes out at -3.9 eV. Its HOMO energy is -11.80 eV. As for the orbital gap: 7.9178 eV.

Geometry (Å):
H 2.931 0.893 3.945
C -5.456 0.970 -0.678
C 0.347 -1.668 -1.240
C -4.908 2.403 -0.587
H 1.641 0.818 6.514
C -0.655 5.660 0.920
H -0.541 6.071 1.915
H -3.012 0.605 -2.002
C -0.212 0.979 -3.722
H 2.187 2.201 4.809
H -2.307 -0.951 -2.007
H -0.386 6.380 0.156
C 0.112 4.355 0.757
C 0.580 1.329 1.014
H -6.398 0.933 -0.140
N 1.339 1.811 2.106
C -5.498 -0.635 -2.395
C -1.205 -3.336 -2.044
O -0.229 4.016 -4.797
H 3.092 -2.145 2.994
C 0.018 -0.370 -0.675
O -1.225 -4.370 -2.592
N -0.418 -2.218 -2.351
H 2.815 -3.862 -1.367
O 2.034 -6.058 -0.090
O -0.795 3.266 1.099
C 1.386 -2.431 -0.736
H 0.727 -0.212 5.469
N -1.262 1.635 -0.467
C 1.996 1.205 4.417
H 0.059 0.915 -4.776
H -2.637 2.416 -1.885
H -4.811 2.852 -1.571
H 4.214 -2.023 0.953
F 1.755 -3.522 2.472
H 0.043 1.753 3.753
C 3.996 -4.089 2.952
H 1.300 -4.056 -2.193
C 1.702 0.252 5.590
H 2.565 -0.331 1.642
C 0.849 0.076 0.384
H 0.483 4.231 -0.258
C -1.076 0.449 -1.078
H 2.326 3.888 -4.803
H -4.793 0.236 -0.229
C -1.607 0.403 -3.587
H 3.269 -0.710 6.776
H -1.705 -0.445 -4.255
O 0.070 -4.758 0.439
C -2.071 0.095 -2.138
C -2.341 2.568 -0.860
O -0.219 2.361 -3.318
H 0.554 0.167 3.214
H 2.304 2.615 -3.531
B 1.232 -4.939 -0.235
H -1.713 5.441 0.781
C 1.932 -0.696 0.852
C 0.398 3.183 -4.236
H -1.968 3.579 -0.801
H 2.351 -1.816 5.742
F -0.556 -2.618 -4.549
H 4.947 -3.623 3.192
O -6.029 -1.559 -1.873
C -3.536 2.463 0.120
H 0.557 0.421 -3.196
C 2.194 -1.930 0.334
C 2.787 -0.824 5.814
C 3.069 -3.044 2.381
H 0.934 4.341 1.460
H 2.012 2.177 -5.185
C -0.466 2.079 0.552
H -3.511 3.338 0.762
H -4.768 -0.806 -3.195
C 1.865 2.974 -4.460
C 0.263 -2.293 -3.575
H -3.376 1.615 0.782
H 3.624 -3.587 0.366
H 3.572 -0.765 5.062
H -2.272 1.169 -3.979
O 1.389 -2.037 -3.777
C 0.899 1.194 3.376
C 3.362 -2.700 0.921
O -5.725 0.655 -2.064
F -1.998 -3.065 -1.031
H -0.034 -5.479 1.073
H 1.510 -6.859 -0.219
H 2.318 1.601 1.957
C 1.743 -3.809 -1.237
H -5.599 2.983 0.012
H 4.113 -4.933 2.279
H 3.550 -4.450 3.875

Forces on the atoms, in the same order (eV/Å):
H 0.10 -0.04 -0.10
C -0.91 0.71 -0.18
C 0.25 0.17 0.60
C 0.65 -0.65 0.75
H -0.19 0.22 0.03
C -0.43 -0.57 -0.21
H 0.09 0.17 0.07
H -0.08 0.09 0.39
C 0.08 -0.03 -0.60
H -0.11 0.25 -0.21
H 0.00 -0.12 -0.14
H 0.24 0.20 0.05
C -0.11 0.72 0.48
C -0.01 -0.05 -0.46
H -0.09 -0.24 0.08
N -0.19 -0.20 -0.02
C -0.37 -0.34 -0.02
C -0.37 0.24 -0.01
O -0.57 0.63 -0.08
H -0.02 0.16 0.07
C -0.10 -0.58 -0.33
O 0.11 -0.75 -0.58
N 0.72 -0.14 0.31
H 0.16 -0.20 -0.15
O -0.56 0.03 -0.50
O 0.07 -0.41 -0.43
C -0.18 -0.10 -0.43
H -0.11 -0.10 -0.11
N 0.24 0.05 -0.42
C 0.20 -0.27 0.24
H 0.00 0.05 -0.13
H 0.17 -0.19 -0.16
H -0.29 0.04 -0.17
H 0.27 -0.08 -0.23
F -0.10 -0.10 -0.11
H -0.15 0.03 -0.07
C -0.33 0.30 0.16
H -0.05 0.02 -0.25
C 0.47 0.03 0.29
H 0.01 0.16 0.17
C -0.12 0.66 0.32
H -0.06 -0.20 -0.15
C -0.04 0.35 0.37
H 0.06 0.12 -0.11
H 0.17 -0.17 -0.13
C 0.06 0.50 0.30
H 0.03 -0.10 0.19
H -0.04 -0.31 0.13
O 0.02 -0.30 -0.13
C 0.02 -0.58 -0.37
C -0.69 0.15 0.53
O -0.04 -0.48 0.20
H 0.10 -0.15 -0.05
H 0.26 0.13 0.03
B 0.79 0.08 -0.08
H -0.13 0.10 -0.03
C -0.24 -0.57 -0.56
C 0.32 0.20 -0.30
H 0.40 0.02 -0.13
H 0.08 -0.19 0.15
F -0.62 -0.30 -0.37
H 0.26 -0.16 -0.08
O -0.10 -0.44 0.52
C 0.02 0.35 -0.42
H 0.10 -0.01 0.33
C 0.18 0.43 -0.05
C -0.32 0.01 -0.36
C 0.05 -0.40 -0.05
H 0.30 -0.30 -0.06
H 0.04 0.02 -0.24
C 0.44 0.26 0.75
H 0.08 0.08 0.11
H -0.05 0.51 -0.38
C -0.11 -0.68 0.66
C -0.24 0.08 0.11
H -0.15 -0.19 0.06
H 0.07 -0.15 -0.06
H 0.08 0.02 -0.09
H -0.08 0.05 -0.18
O 0.95 0.47 0.00
C -0.14 0.37 0.13
C -0.54 0.54 0.47
O 1.16 0.10 -0.23
F -0.29 0.36 0.67
H -0.33 0.17 0.10
H 0.28 -0.19 0.41
H 0.08 0.06 0.03
C -0.57 0.44 0.57
H -0.19 0.24 -0.16
H 0.13 -0.04 -0.12
H 0.07 -0.05 0.18

---

Entry 5:
A structure of composition C36H32BrEuP2, computed with wB97M-V/def2-TZVPD.

As for the total charge: +2. The total energy is -5357.48629 Ha. The LUMO energy (spin up / spin down) comes out at -9.2 / -6.4 eV. Its HOMO energy (spin up / spin down) is -14.05 / -14.03 eV. As for the orbital gap (spin up / spin down): 4.8278 / 7.6391 eV. As for the multiplicity: 7.

Geometry (Å):
H -0.392 -4.380 6.102
C -3.796 -0.286 1.797
H -4.055 -1.342 1.676
C -1.356 0.242 -3.918
C 3.874 -0.620 -0.901
C -2.043 1.431 1.872
H -5.764 0.393 2.170
C -0.625 1.558 -2.022
H -2.761 3.436 2.144
H -1.766 -4.499 -3.270
C 3.908 1.411 -2.253
C 3.293 0.604 -1.294
H 2.275 2.587 1.637
H 0.206 -1.982 6.144
C -1.008 -4.357 4.042
H -2.589 1.735 -2.915
C -0.416 -1.623 4.098
C -0.494 -3.783 5.201
C -0.155 -0.457 -3.931
H 0.356 -4.503 -2.024
C -2.698 -3.096 -1.949
C 0.867 -0.110 -3.056
H -0.133 -0.562 4.114
H 1.856 -0.563 -3.146
C 5.055 0.967 -2.900
H -0.965 1.694 1.876
H 2.426 5.003 2.174
C 1.696 2.939 -0.441
C -1.644 -3.880 -2.391
C 5.653 -0.233 -2.499
H -5.137 2.794 2.351
H -2.963 -0.260 -1.296
H -2.042 0.036 -4.731
C -1.001 -2.206 2.942
C 1.351 3.902 -1.402
H 5.482 1.556 -3.706
C -4.381 2.035 2.175
C -2.583 -2.330 -0.796
H 1.071 3.586 -2.402
H -3.645 -3.084 -2.464
H 1.060 5.986 -1.787
C -4.741 0.701 2.058
H 1.796 6.716 0.480
H -0.775 2.369 -1.284
P -1.190 -1.213 1.390
H -1.223 -5.414 4.015
C -3.038 2.391 2.065
H 6.563 -0.578 -2.993
C 5.089 -1.006 -1.475
H 0.570 -3.280 0.159
C -0.331 -3.178 -0.471
H 3.463 2.363 -2.486
C 1.741 5.658 0.226
C 0.610 0.877 -2.085
H -1.672 -3.998 2.014
C -1.271 -3.581 2.926
C 2.093 4.697 1.180
C -1.400 -2.350 -0.049
Eu 1.532 -0.593 1.638
H -2.544 0.248 -0.886
H 5.604 -1.921 -1.136
C 1.352 5.254 -1.049
P 1.676 1.111 -0.658
C -0.459 -3.894 -1.661
C -2.450 0.083 1.661
H 3.379 -1.295 -0.177
H -3.395 -1.686 -0.423
H -0.042 -1.246 -4.669
C -1.618 1.223 -2.945
Br 2.814 0.883 3.525
C 2.041 3.342 0.864
C -0.188 -2.423 5.227

Forces on the atoms, in the same order (eV/Å):
H 0.20 0.04 -0.15
C 0.58 0.20 -0.21
H -0.23 0.43 0.17
C 0.00 0.34 0.41
C 0.17 0.72 -0.47
C -0.23 -0.85 -0.42
H -0.31 0.06 0.02
C -0.02 -0.36 -0.39
H 0.05 -0.06 0.12
H 0.14 0.08 -0.02
C 0.23 -0.63 0.12
C 0.29 -0.34 0.33
H -0.06 0.65 -0.56
H -0.06 -0.06 -0.36
C -0.09 0.01 0.03
H 0.54 -0.20 -0.14
C 0.09 -0.32 -0.45
C -0.28 0.36 -0.10
C 0.01 0.28 -0.20
H 0.12 -0.08 0.14
C -0.32 0.09 0.31
C -0.26 0.18 0.42
H -0.30 -0.20 0.16
H -0.33 -0.04 0.20
C 0.00 -0.17 0.25
H -0.79 0.02 -0.18
H -0.19 -0.06 -0.28
C 0.06 -0.23 0.97
C -0.07 0.30 0.37
C -0.18 -0.07 0.15
H 0.13 -0.11 -0.03
H 0.66 1.42 0.62
H -0.34 0.00 0.31
C 0.48 0.11 -0.28
C 0.13 -0.20 0.39
H 0.04 -0.08 0.17
C 0.43 -0.17 -0.20
C 0.06 0.01 0.76
H 0.01 0.16 0.07
H -0.06 -0.07 -0.22
H 0.04 0.06 -0.03
C -0.03 -0.55 -0.02
H -0.11 -0.27 -0.08
H -0.06 -0.74 -0.44
P -0.09 -0.20 0.58
H -0.07 -0.10 0.02
C 0.38 0.08 0.15
H -0.25 0.13 0.22
C 0.14 -0.41 0.07
H -0.28 -0.01 -0.42
C -0.39 0.58 0.13
H -0.04 0.18 -0.21
C 0.18 -0.37 0.19
C -0.74 -0.26 0.10
H -0.09 -0.29 0.06
C 0.22 0.40 -0.09
C 0.08 0.12 0.02
C -0.04 0.01 0.18
Eu 0.62 0.29 1.03
H -0.93 -0.58 -0.73
H -0.41 0.55 -0.29
C 0.13 -0.38 -0.05
P 0.33 1.24 -0.91
C 0.24 -0.14 0.28
C 0.33 0.14 0.39
H 0.25 0.16 -0.24
H 0.32 -0.88 -0.43
H 0.28 0.20 0.05
C 0.24 0.26 -0.56
Br -0.53 -0.73 -0.63
C -0.04 0.05 -0.14
C -0.01 0.28 -0.01

---

Entry 6:
A structure of composition CH3INOP, computed with wB97M-V/def2-TZVPD.

The value obtained for the relative energy (zero: lowest compared OMol25 entry of this formula, charge and spin) is 83.6 kcal/mol. As for the total charge: 0. The total energy is -808.81295 Ha. The LUMO energy comes out at -0.3 eV. Its HOMO energy is -8.93 eV. As for the orbital gap: 8.6728 eV.

Geometry (Å):
P 0.454 0.070 -0.064
I 4.749 0.151 -0.090
C 2.717 0.144 -0.693
O 1.930 0.716 0.188
H -0.385 0.831 0.775
H -0.193 -1.840 0.540
N 0.718 -1.427 0.266
H -0.085 0.610 -1.282

Forces on the atoms, in the same order (eV/Å):
P -1.12 -0.50 0.20
I -0.18 0.22 0.17
C 0.10 0.09 -0.59
O 1.01 0.75 -0.03
H 0.31 0.01 0.25
H 0.75 -0.24 -0.16
N -1.80 0.03 0.05
H 0.91 -0.36 0.11